No. 1
The following is a quantum chemistry calculation of 2 unconnected molecules or ions with the total composition C3H12N3O in a non-equilibrium geometry, from the Open Molecules 2025 dataset.

Output
HOMO-LUMO gap	0.4283	Ha
2S+1	1
charge	+1
ΔE to the lowest compared entry with this formula, charge and spin	1.188	eV

XYZ file:
```
19
C3H12N3O, DFT the ωB97M-V functional and the def2-TZVPD basis
C 1.12 1.04 2.58
O 0.30 1.54 1.50
H -0.54 1.88 1.84
H 0.83 1.40 3.56
H 1.24 -0.03 2.42
H 2.13 1.46 2.45
C -1.39 -1.59 -0.10
C 0.12 -0.24 -1.46
N -0.05 -0.98 -0.34
N -0.15 -0.78 -2.64
N 0.59 0.98 -1.38
H 0.24 -0.50 0.50
H -0.78 -1.57 -2.71
H -0.24 -0.20 -3.46
H 0.87 1.38 -0.49
H 0.75 1.51 -2.23
H -1.62 -2.35 -0.85
H -2.15 -0.81 0.00
H -1.27 -2.16 0.82
```

No. 2
The following is a quantum chemistry calculation of 2 unconnected molecules or ions with the total composition C3H12N3O, from the Open Molecules 2025 dataset.

Output
HOMO-LUMO gap	0.3645	Ha
2S+1	1
charge	+1
ΔE to the lowest compared entry with this formula, charge and spin	1.881	eV

XYZ file:
```
19
C3H12N3O, DFT the ωB97M-V functional and the def2-TZVPD basis
C -1.28 1.19 -1.14
N -1.67 1.50 0.24
C -0.94 1.18 1.26
N -1.25 1.45 2.52
H -0.84 2.05 -1.64
H -2.13 0.78 -1.68
H -0.52 0.42 -1.10
H -2.59 1.92 0.35
H -0.07 0.56 1.06
H -1.75 2.31 2.73
H -0.77 0.98 3.26
N 0.95 -1.68 0.13
C 1.56 -1.18 -1.09
O 2.42 -2.08 -1.76
H 0.46 -2.55 -0.06
H 1.70 -1.97 0.75
H 0.77 -0.94 -1.80
H 2.13 -0.29 -0.83
H 2.34 -2.94 -1.32
```

No. 3
The following is a quantum chemistry calculation of 2 unconnected molecules or ions with the total composition C3H12N3O, from the Open Molecules 2025 dataset.

Output
HOMO-LUMO gap	0.4280	Ha
2S+1	1
charge	+1
ΔE to the lowest compared entry with this formula, charge and spin	0.188	eV

XYZ file:
```
19
C3H12N3O, DFT the ωB97M-V functional and the def2-TZVPD basis
C 1.59 -0.34 1.16
N 1.07 0.99 0.74
C 1.57 1.46 -0.57
H 1.21 -0.56 2.15
H 1.26 -1.09 0.45
H 2.68 -0.30 1.17
H 1.28 1.67 1.46
H 0.02 0.92 0.67
H 2.66 1.49 -0.55
H 1.17 2.45 -0.78
H 1.26 0.76 -1.34
N -1.73 -0.64 -1.70
C -1.82 -0.52 -0.34
N -2.31 -1.60 0.33
O -1.51 0.52 0.24
H -1.69 0.24 -2.18
H -2.32 -1.34 -2.11
H -2.24 -2.50 -0.12
H -2.17 -1.61 1.33
```

No. 4
The following is a quantum chemistry calculation of 2 unconnected molecules or ions with the total composition C3H12N3O in a non-equilibrium geometry, from the Open Molecules 2025 dataset.

Output
HOMO-LUMO gap	0.3996	Ha
2S+1	1
charge	+1
ΔE to the lowest compared entry with this formula, charge and spin	2.603	eV

XYZ file:
```
19
C3H12N3O, DFT the ωB97M-V functional and the def2-TZVPD basis
C -3.24 -1.16 1.07
C -0.79 -0.86 0.20
N 0.42 -1.50 0.07
N -1.80 -1.51 0.97
N -0.91 0.39 -0.28
H 0.47 -2.45 -0.24
H 1.26 -0.93 0.01
H -1.51 -2.45 1.23
H -1.47 1.04 0.26
H -0.11 0.71 -0.75
H -3.23 -0.19 1.25
H -3.74 -1.56 2.03
H -3.78 -1.67 0.10
C 3.44 1.95 -0.86
O 2.03 1.69 -0.91
H 1.61 2.40 -1.52
H 3.81 2.16 0.19
H 3.83 1.16 -1.42
H 3.72 2.80 -1.40
```

No. 5
The following is a quantum chemistry calculation of 2 unconnected molecules or ions with the total composition C3H12N3O, from the Open Molecules 2025 dataset.

Output
HOMO-LUMO gap	0.3905	Ha
2S+1	1
charge	+1
ΔE to the lowest compared entry with this formula, charge and spin	2.118	eV

XYZ file:
```
19
C3H12N3O, DFT the ωB97M-V functional and the def2-TZVPD basis
O 1.24 -1.68 2.11
C 0.09 -1.97 1.97
C -0.70 -1.62 0.74
N 0.15 -0.89 -0.24
H -0.46 -2.50 2.76
H -1.11 -2.52 0.29
H -1.55 -1.00 1.02
H 0.27 -1.43 -1.10
H -0.40 0.12 -0.50
H 1.06 -0.73 0.21
N 1.01 2.17 -1.63
C -0.43 2.26 -1.70
N -1.16 1.34 -0.79
H 1.37 2.12 -0.68
H 1.38 1.38 -2.14
H -0.75 3.29 -1.54
H -0.71 1.96 -2.71
H -2.13 1.26 -1.10
H -1.28 1.75 0.14
```

No. 6
The following is a quantum chemistry calculation of 2 unconnected molecules or ions with the total composition C3H12N3O2 in a non-equilibrium geometry, from the Open Molecules 2025 dataset.

Output
HOMO-LUMO gap	0.2671	Ha
2S+1	1
charge	+1
ΔE to the lowest compared entry with this formula, charge and spin	7.800	eV

XYZ file:
```
20
C3H12N3O2, DFT the ωB97M-V functional and the def2-TZVPD basis
C 3.52 0.53 -0.64
C -3.45 -0.68 0.12
C 1.81 -0.71 0.42
N -0.87 0.56 1.19
N -0.19 0.21 -1.00
N -1.14 -0.15 -0.03
O 2.74 -0.64 -0.45
O -2.45 0.09 -0.55
H 3.02 1.52 -0.60
H 4.09 0.41 -1.53
H 4.19 0.60 0.14
H -4.26 -0.51 -0.57
H -3.56 -0.55 1.19
H -3.25 -1.71 0.11
H 1.29 -1.66 0.57
H 1.38 -0.10 1.20
H -1.35 1.48 1.35
H -1.04 -0.05 1.96
H 0.09 1.22 -0.91
H -0.58 0.14 -1.96
```